[1]
Computed, not measured: an isolated ion of composition C5H9N2O2 and charge +1 at a distorted geometry, with ωB97M-V/def2-TZVPD.

Element x y z (Å)
C: 1.650 1.491 -0.158
C: 0.212 0.890 0.001
C: 0.083 -0.583 0.117
C: 1.401 -1.257 -0.054
N: -1.120 -1.251 0.213
C: -2.409 -0.693 0.205
O: -3.327 -1.502 0.139
N: -2.600 0.641 -0.228
O: -3.255 1.442 0.381
H: 2.073 1.562 0.880
H: 1.619 2.482 -0.645
H: 2.182 0.787 -0.837
H: -0.289 1.375 0.687
H: -0.325 1.091 -0.987
H: 1.308 -2.334 -0.019
H: 2.013 -0.921 0.743
H: 1.847 -0.969 -0.897
H: -1.064 -2.251 0.460

The total charge is +1. The SMILES is CC/C(C)=[NH+]\C(=O)N=O. For the HOMO energy (spin up / spin down), the calculation gives -14.32 / -14.32 eV. The calculation puts the HOMO-LUMO gap (spin up / spin down) at 0.306 / 0.306 Eh.

---

[2]
Computed, not measured: the molecule C21H27NO at a distorted geometry, with ωB97M-V/def2-TZVPD.

Element x y z (Å)
C: -0.186 -4.239 -0.567
O: -0.652 -3.470 0.409
C: -1.584 -2.538 0.155
C: -2.144 -2.040 1.149
C: -3.048 -0.855 1.206
C: -3.395 -0.394 0.060
C: -4.238 1.073 -0.357
C: -3.506 2.214 0.267
N: -2.400 2.755 -0.129
C: -1.153 1.924 -0.166
C: -0.448 2.135 1.185
C: 0.721 0.984 1.134
C: 1.779 1.682 0.178
C: 2.940 0.730 0.248
C: 2.894 -0.500 -0.482
C: 4.101 -1.454 -0.302
C: 5.281 -1.131 -0.035
C: 5.427 0.557 0.249
C: 4.185 1.163 0.444
C: 1.119 1.735 -1.150
C: 0.006 2.672 -1.288
C: -2.829 -0.919 -1.337
C: -2.035 -2.019 -1.179
H: 0.539 -5.029 -0.220
H: 0.417 -3.483 -1.361
H: -1.129 -4.633 -1.240
H: -1.782 -2.389 2.316
H: -3.314 -0.397 2.078
H: -5.082 0.640 0.112
H: -4.290 1.267 -1.277
H: -4.355 3.085 0.335
H: -3.078 1.943 1.418
H: -2.526 2.865 -1.161
H: -1.369 0.801 -0.533
H: -1.174 1.530 1.694
H: -0.240 2.967 1.724
H: 0.438 0.076 0.886
H: 1.089 1.148 2.219
H: 2.177 2.492 0.599
H: 1.904 -1.227 -0.466
H: 3.947 -2.485 -0.516
H: 6.115 -1.602 -0.200
H: 6.374 0.930 0.435
H: 4.402 2.208 0.650
H: 0.829 0.690 -1.720
H: 1.760 2.203 -1.810
H: 0.021 3.650 -0.670
H: -0.634 2.583 -2.195
H: -3.109 -0.386 -2.188
H: -1.571 -2.574 -1.983

The SMILES is COc1ccc(CCN[C@H]2CC[C@H](c3ccccc3)CC2)cc1. For the HOMO energy, the calculation gives -8.34 eV. The calculation puts the HOMO-LUMO gap at 0.321 Eh.

---

[3]
Computed, not measured: C31H20BrN7O3SeZr as an isolated structure, with ωB97M-V/def2-TZVPD.

Element x y z (Å)
Zr: 0.061 0.080 -0.065
O: 1.035 2.129 5.066
C: 2.083 1.344 4.779
C: 3.004 1.121 5.803
C: 4.113 0.338 5.579
C: 4.342 -0.247 4.329
C: 3.441 -0.039 3.316
C: 2.295 0.753 3.517
C: 1.354 0.936 2.431
O: 1.550 0.263 1.297
N: 0.295 1.690 2.549
N: -0.469 1.637 1.387
C: -1.409 2.530 1.294
C: -2.254 2.729 0.155
C: -3.352 3.600 0.275
C: -4.162 3.857 -0.806
C: -3.871 3.269 -2.037
C: -2.782 2.429 -2.195
C: -1.977 2.151 -1.100
O: -0.903 1.343 -1.227
H: 0.497 2.276 4.267
H: 2.824 1.585 6.763
H: 4.821 0.181 6.382
H: 5.222 -0.853 4.164
H: 3.603 -0.477 2.341
H: -1.537 3.191 2.148
H: -3.554 4.063 1.233
H: -5.010 4.519 -0.708
H: -4.501 3.481 -2.890
H: -2.545 1.995 -3.156
Se: -3.752 -6.910 0.071
N: -3.199 -5.790 1.339
C: -2.632 -4.779 0.738
C: -2.058 -3.644 1.449
C: -2.077 -3.528 2.842
C: -1.533 -2.406 3.427
C: -0.985 -1.419 2.619
N: -0.955 -1.514 1.285
C: -1.484 -2.619 0.704
C: -1.430 -2.685 -0.753
N: -0.820 -1.656 -1.376
C: -0.792 -1.637 -2.711
C: -1.346 -2.650 -3.482
C: -1.948 -3.719 -2.851
C: -2.001 -3.744 -1.455
C: -2.615 -4.823 -0.695
N: -3.168 -5.868 -1.249
H: -2.519 -4.319 3.433
H: -1.525 -2.274 4.499
H: -0.566 -0.521 3.055
H: -0.315 -0.781 -3.171
H: -1.297 -2.588 -4.559
H: -2.387 -4.534 -3.411
Br: 4.394 -2.803 -2.985
C: 3.535 -1.167 -2.686
C: 3.926 -0.008 -3.347
C: 3.251 1.172 -3.083
C: 2.208 1.164 -2.176
N: 1.824 0.041 -1.551
C: 2.485 -1.100 -1.790
H: 4.744 -0.035 -4.055
H: 3.528 2.093 -3.573
H: 1.650 2.065 -1.953
H: 2.164 -1.989 -1.258

The total charge is +2. For the HOMO energy, the calculation gives -12.86 eV. The calculation puts the HOMO-LUMO gap at 0.224 Eh.

---

Across the entries above, relative energy (zero: lowest compared OMol25 entry of this formula, charge and spin) takes the values 602.3 1417.3 0.0 kJ/mol, respectively.
Across the entries above, calculated total energy takes the values -455.49733 -945.87140 -6824.56439 Ha, respectively.